# 1
C2CsF6O6S2 | ωB97M-V with the def2-TZVPD basis set

## Properties
**Maximum force**: 0.65 eV/Å
**Energy above the lowest of the compared OMol25 structures with the same formula, charge and spin**: 0.370 eV
**Molar mass**: 431.04 g/mol
**E**: -1943.5501 Ha
**LUMO energy**: 1.685 eV
**2S+1**: 1
**Gap between HOMO and LUMO**: 8.27 eV
**Total charge**: -1

Element x y z (Å)
Cs 0.71569 -1.68125 2.38208
C -1.99164 1.21831 0.90718
F -1.29932 0.42296 0.08257
F -2.46642 2.24414 0.19460
F -3.05556 0.51011 1.33729
S -1.00684 1.83550 2.34451
O -1.91742 2.78282 2.94477
O -0.78721 0.64146 3.16242
O 0.17828 2.37380 1.72541
C 1.31696 -0.93676 -2.67816
F 1.94454 -1.64790 -3.62426
F 1.77081 0.31612 -2.74287
F 0.01663 -0.91715 -2.98416
S 1.60402 -1.68486 -1.00558
O 0.53818 -2.66358 -0.88605
O 2.93993 -2.23537 -1.09600
O 1.49936 -0.57835 -0.06376

---

# 2
C5H13N2O | ωB97M-V with the def2-TZVPD basis set

## Properties
**Maximum force**: 4.41 eV/Å
**Energy above the lowest of the compared OMol25 structures with the same formula, charge and spin**: 5.756 eV
**Molar mass**: 117.17 g/mol
**E**: -382.8523 Ha
**LUMO energy**: 3.562 eV
**2S+1**: 1
**Gap between HOMO and LUMO**: 5.87 eV
**Total charge**: -1

Element x y z (Å)
C 0.44255 1.30591 0.99331
N 1.11574 1.31951 -0.32438
C 2.16222 0.47079 -0.31277
N 2.47211 -0.56435 0.39147
C -0.49390 0.05698 1.12430
C -1.12003 -0.56941 -0.12323
C -2.64686 -0.16936 -0.21884
O -3.31791 -0.87303 0.72535
H 1.15209 1.20528 1.81674
H -0.12574 2.22206 1.15532
H 0.86622 0.25690 -0.75909
H 1.14734 -1.76189 -2.52231
H 2.78133 0.68048 -1.21236
H 1.14927 -1.14628 -2.92859
H 3.24516 -0.40030 1.02593
H -1.25366 0.16664 1.90059
H 0.18888 -0.71505 1.49022
H -0.70162 -0.37295 -1.11593
H -1.24927 -1.60472 0.18704
H -3.07931 -0.45077 -1.21954
H -2.73463 0.94355 -0.07323

---

# 3
C5H7NO | ωB97M-V with the def2-TZVPD basis set

## Properties
**Maximum force**: 1.20 eV/Å
**Energy above the lowest of the compared OMol25 structures with the same formula, charge and spin**: 4.597 eV
**Molar mass**: 97.12 g/mol
**E**: -324.5555 Ha
**LUMO energy**: 0.867 eV
**2S+1**: 1
**Gap between HOMO and LUMO**: 8.23 eV
**Total charge**: 0

Element x y z (Å)
O -0.73479 -1.63321 0.46242
C -1.25316 -0.68213 1.15915
C 0.42024 -1.25130 -0.82290
N 0.63595 0.10182 -0.70930
C -0.64101 0.87615 -0.65550
C -0.59472 0.70133 0.86800
C 0.91284 0.47476 0.71079
H -0.04266 -1.53203 -1.78061
H 1.30063 -1.86190 -0.59874
H -1.49432 0.41296 -1.16910
H -0.47805 1.88738 -1.03722
H -0.97693 1.47728 1.53266
H 1.56116 1.35358 0.74300
H 1.33941 -0.33432 1.31846

---

# 4
C3H10N | ωB97M-V with the def2-TZVPD basis set

## Properties
**Maximum force**: 1.90 eV/Å
**Energy above the lowest of the compared OMol25 structures with the same formula, charge and spin**: 0.575 eV
**Molar mass**: 60.12 g/mol
**E**: -174.7904 Ha
**LUMO energy**: -3.471 eV
**2S+1**: 1
**Gap between HOMO and LUMO**: 13.97 eV
**Total charge**: +1

Element x y z (Å)
C -1.18164 1.04340 -1.03181
C -0.43574 0.64926 0.20984
N 0.74454 -0.33944 -0.10689
C 0.95494 -1.33706 0.98053
H -1.90066 0.24907 -1.24567
H -1.72864 1.98227 -0.96995
H -0.57040 1.22122 -1.92407
H 0.06733 1.51547 0.62889
H -1.08547 0.03038 0.81877
H 1.51342 0.29725 -0.16229
H 0.56115 -0.77027 -1.01735
H 0.89711 -0.75938 1.90499
H 1.97973 -1.68481 0.92769
H 0.18433 -2.09736 0.98732

---

# 5
C45H44P2Pt | ωB97M-V with the def2-TZVPD basis set

## Properties
**Maximum force**: 2.62 eV/Å
**Energy above the lowest of the compared OMol25 structures with the same formula, charge and spin**: 0.000 eV
**Molar mass**: 841.87 g/mol
**E**: -2542.4143 Ha
**LUMO energy (alpha / beta)**: -4.846 / -7.963 eV
**2S+1**: 5
**Gap between HOMO and LUMO (alpha / beta)**: 6.02 / 4.93 eV
**Total charge**: +2

Element x y z (Å)
Pt 0.89394 -0.00343 4.18866
C 3.09202 -0.21942 4.74026
C 2.95042 0.03333 3.35850
C 3.08447 -0.98901 2.24707
C 1.79729 -1.76975 1.87681
C 0.78954 -1.85842 2.99390
C 1.11383 -2.28563 4.30328
C 2.47558 -2.70486 4.79008
C 3.37670 -1.56461 5.33550
C -1.01895 0.54591 4.13956
H 3.34127 0.63788 5.38445
H 3.14559 1.07083 3.05846
H 3.89707 -1.70646 2.45358
H 3.37983 -0.41121 1.35515
H 1.31361 -1.28327 1.01867
H 2.08846 -2.76997 1.52509
H -0.25604 -2.00498 2.69325
H 0.28065 -2.67283 4.89574
H 3.03386 -3.25961 4.02198
H 2.32246 -3.40334 5.62912
H 3.22687 -1.48257 6.42930
H 4.43819 -1.84475 5.19132
H -1.10577 1.43633 4.78082
H -1.65275 -0.26387 4.52228
H -1.23763 0.78072 3.08846
P -0.27804 1.27110 -4.61819
P -2.75224 -0.54961 -4.12728
C -0.16260 -0.49309 -5.01831
C -1.32924 -1.20606 -5.03648
C 0.41720 2.15905 -6.10026
C 1.26590 1.52405 -7.02397
C 1.84237 2.25441 -8.07149
C 1.52427 3.60784 -8.25445
C 0.59545 4.21950 -7.40011
C 0.03304 3.49909 -6.33925
C 1.04095 1.32156 -3.34473
C 0.71803 0.73137 -2.10572
C 1.66712 0.69548 -1.08575
C 2.92545 1.28457 -1.28242
C 3.23164 1.90034 -2.50360
C 2.29555 1.91074 -3.54215
C -4.06695 -1.09550 -5.34706
C -4.06301 -0.44060 -6.59704
C -4.83599 -0.93609 -7.64636
C -5.67376 -2.03896 -7.44512
C -5.74580 -2.63416 -6.18183
C -4.95019 -2.16524 -5.12984
C -3.00970 -1.73482 -2.74685
C -3.93206 -1.39185 -1.73477
C -4.27926 -2.33433 -0.76215
C -3.67192 -3.59477 -0.75812
C -2.67884 -3.89613 -1.70265
C -2.33365 -2.95983 -2.68286
H 0.85321 -0.89199 -5.18894
H -1.51882 -2.09112 -5.67092
H 1.48140 0.45830 -6.92076
H 2.54650 1.76255 -8.74799
H 1.98670 4.17906 -9.06309
H 0.31443 5.26512 -7.56124
H -0.69924 3.97739 -5.68463
H -0.27389 0.29996 -1.94709
H 1.42919 0.23262 -0.12749
H 3.66663 1.27328 -0.48076
H 4.19591 2.38811 -2.65114
H 2.52453 2.36982 -4.50477
H -3.41718 0.42711 -6.75749
H -4.77978 -0.46442 -8.62694
H -6.25897 -2.44052 -8.27108
H -6.41428 -3.47613 -6.00557
H -4.98936 -2.66114 -4.15595
H -4.38464 -0.39942 -1.73275
H -5.02707 -2.08116 -0.00501
H -3.96592 -4.33876 -0.01426
H -2.17224 -4.86081 -1.67291
H -1.55456 -3.18495 -3.41080
C 1.39235 4.35333 7.93723
C 1.42837 4.18761 6.52964
C 1.16120 2.94511 5.94861
C 0.98427 1.80170 6.75242
C 0.82796 0.47895 6.24740
C 0.67025 -0.60838 7.07900
C 0.77520 -0.44755 8.48272
C 0.91239 0.81976 9.01698
C 0.99877 1.96144 8.19054
C 1.15338 3.25169 8.75179
H 1.55515 5.34565 8.37712
H 1.65617 5.04294 5.88676
H 1.10282 2.80961 4.86427
H 0.47019 -1.58856 6.64463
H 0.75330 -1.33128 9.12420
H 0.96536 0.96198 10.09822
H 1.08608 3.35801 9.83758

---

# 6
C3H7N3 | ωB97M-V with the def2-TZVPD basis set

## Properties
**Maximum force**: 1.08 eV/Å
**Energy above the lowest of the compared OMol25 structures with the same formula, charge and spin**: 2.280 eV
**Molar mass**: 85.11 g/mol
**E**: -282.6905 Ha
**LUMO energy**: 0.663 eV
**2S+1**: 1
**Gap between HOMO and LUMO**: 9.65 eV
**Total charge**: 0

Element x y z (Å)
N -2.06398 -0.46238 -0.12538
C -0.92480 0.45982 -0.06464
C 0.39984 -0.15470 0.32350
N 0.30066 -1.44281 0.48176
C 2.94838 1.39313 -0.28006
N 3.88609 1.93654 -0.68208
H -2.79739 -0.18672 0.51608
H -2.46963 -0.49325 -1.05250
H -1.10695 1.29051 0.62986
H -0.74469 0.94198 -1.03586
H 2.03722 0.85294 0.06607
H -0.60404 -1.91226 0.36308
H 1.11312 -1.99764 0.71647

---

# 7
C3H6IN4 | ωB97M-V with the def2-TZVPD basis set

## Properties
**Maximum force**: 4.49 eV/Å
**Energy above the lowest of the compared OMol25 structures with the same formula, charge and spin**: 0.000 eV
**Molar mass**: 225.01 g/mol
**E**: -634.2828 Ha
**LUMO energy**: -3.629 eV
**2S+1**: 1
**Gap between HOMO and LUMO**: 9.49 eV
**Total charge**: +1

Element x y z (Å)
N -1.97892 1.50879 0.09248
N -0.76284 0.80841 -0.02262
C 0.47278 1.29414 -0.03217
C 1.34878 0.10188 -0.08753
I 3.49464 0.23846 -0.12449
N 0.46615 -0.97051 -0.08735
N 0.82935 -2.27324 -0.08597
C -0.76094 -0.51697 -0.06320
H -2.06033 2.11412 0.95754
H -2.12034 2.15367 -0.75700
H 0.69116 2.32623 0.28678
H 1.80788 -2.43176 -0.21206
H 0.11732 -2.98149 0.03411
H -1.54470 -1.37174 0.10148

---

# 8
C16H13N3S2 | ωB97M-V with the def2-TZVPD basis set

## Properties
**Maximum force**: 5.00 eV/Å
**Energy above the lowest of the compared OMol25 structures with the same formula, charge and spin**: 2.212 eV
**Molar mass**: 311.43 g/mol
**E**: -1578.0732 Ha
**LUMO energy**: 0.111 eV
**2S+1**: 1
**Gap between HOMO and LUMO**: 8.12 eV
**Total charge**: 0

Element x y z (Å)
C -2.20735 -1.22356 2.45078
N -2.53804 -0.07769 1.59167
C -3.26374 1.00890 2.23106
N -3.81502 1.77455 1.25857
C -3.32770 1.17686 0.08173
C -3.77598 1.59099 -1.18188
C -3.20569 0.87642 -2.31973
N -2.47327 -0.19392 -2.21353
C -2.18464 -0.64026 -1.00492
S -0.97660 -1.79322 -0.97281
C 0.33800 -0.72673 -1.64724
C 1.59199 -1.23615 -1.04266
C 2.10077 -2.49837 -1.11773
S 3.60700 -2.56349 -0.38221
C 3.76834 -0.92235 -0.16392
C 4.86646 -0.28478 0.34455
C 4.75017 1.05749 0.66243
C 3.56013 1.74869 0.40960
C 2.53202 1.08907 -0.13058
C 2.60686 -0.24355 -0.46382
C -2.49192 0.09811 0.19061
H -1.61042 -1.86634 1.85690
H -3.10953 -1.64680 2.80989
H -1.78984 -0.91736 3.42664
H -3.23314 1.16270 3.37155
H -4.49060 2.46017 -1.30402
H -3.48831 1.36305 -3.26539
H 0.23502 -0.78562 -2.74381
H 0.11059 0.38467 -1.37663
H 1.64154 -3.32889 -1.66609
H 5.72309 -0.84318 0.62830
H 5.51637 1.51937 1.20806
H 3.36536 2.75032 0.76533
H 1.66807 1.73087 -0.29069

---

# 9
H2KO | ωB97M-V with the def2-TZVPD basis set

## Properties
**Maximum force**: 1.22 eV/Å
**Energy above the lowest of the compared OMol25 structures with the same formula, charge and spin**: 0.669 eV
**Molar mass**: 57.11 g/mol
**E**: -676.1592 Ha
**LUMO energy**: -4.716 eV
**2S+1**: 1
**Gap between HOMO and LUMO**: 8.97 eV
**Total charge**: +1

Element x y z (Å)
O 0.31238 -1.10627 -1.19159
H 0.40901 -0.28480 -1.72460
H -0.56970 -1.46268 -1.44290
K -0.15168 2.85375 4.35909

---

# 10
C16H22FN5O3 | ωB97M-V with the def2-TZVPD basis set

## Properties
**Maximum force**: 3.87 eV/Å
**Energy above the lowest of the compared OMol25 structures with the same formula, charge and spin**: 3.362 eV
**Molar mass**: 351.38 g/mol
**E**: -1222.0555 Ha
**LUMO energy**: 0.573 eV
**2S+1**: 1
**Gap between HOMO and LUMO**: 9.52 eV
**Total charge**: 0

Element x y z (Å)
C 0.88894 -4.91107 -1.23058
C 0.99741 -4.18393 0.13535
N 0.74768 -4.87277 1.22279
O 1.01527 -3.94948 2.37804
C 1.32386 -2.81715 1.71959
N 1.43772 -1.53216 2.35681
C 1.62903 -0.23062 1.65555
C 0.29753 0.34114 1.38606
C 0.38813 1.16453 0.11197
C -0.64632 0.86944 -0.96377
C -0.74309 2.05402 -1.83877
C -1.06299 1.84512 -3.30507
C -0.53836 2.88043 -4.21107
C -1.57670 3.32817 -5.31829
O -2.38705 2.50132 -5.80104
N -1.73340 4.66447 -5.53888
O -2.76278 5.27253 -6.33475
C 1.03970 -1.47603 3.68632
C -0.33414 -1.67118 4.04475
C -0.62819 -1.55655 5.39184
C 0.35533 -1.35335 6.33051
F -0.03915 -1.37125 7.67131
C 1.60650 -0.94220 5.90025
N 1.94369 -1.15450 4.57935
N 1.44488 -2.88469 0.44508
H 1.01299 -4.18850 -2.00613
H 1.85692 -5.49912 -1.24162
H 0.00694 -5.46124 -1.46954
H 2.19262 0.52061 2.13975
H 2.19917 -0.35481 0.79483
H 0.05455 1.06294 2.20477
H -0.44308 -0.42149 1.21186
H 1.33300 1.17631 -0.30642
H 0.21831 2.15766 0.41384
H -0.08052 0.05983 -1.45836
H -1.61930 0.57797 -0.61417
H 0.29172 2.39973 -1.80664
H -1.53645 2.86025 -1.46343
H -2.20806 1.87798 -3.32998
H -0.73165 0.80172 -3.57828
H 0.41817 2.50280 -4.69405
H -0.23255 3.74670 -3.57409
H -1.18555 5.31652 -4.87648
H -3.48582 4.65405 -6.40743
H -1.13093 -1.62434 3.27514
H -1.74583 -1.68673 5.58689
H 2.15185 -0.49311 6.72620

---

# 11
C2H9N3S | ωB97M-V with the def2-TZVPD basis set

## Properties
**Maximum force**: 5.63 eV/Å
**Energy above the lowest of the compared OMol25 structures with the same formula, charge and spin**: 1.837 eV
**Molar mass**: 107.18 g/mol
**E**: -643.8639 Ha
**LUMO energy**: 0.631 eV
**2S+1**: 1
**Gap between HOMO and LUMO**: 9.69 eV
**Total charge**: 0

Element x y z (Å)
C -1.49096 0.65187 -0.34931
N -0.01705 0.35883 -0.43663
C 0.24079 -0.51650 -1.52487
S 0.90471 0.03291 0.95666
N 1.61962 -1.22901 0.69755
N 0.14391 0.41028 2.43067
H -1.53512 1.43689 0.48239
H -1.91118 0.99947 -1.24806
H -2.16505 -0.28201 0.02989
H 1.28000 -0.74638 -1.71548
H -0.34091 -1.45020 -1.41204
H -0.00415 -0.06627 -2.47680
H 1.96900 1.00171 0.92542
H 1.50248 -1.93801 1.28194
H -0.19609 1.33642 2.35866

---

# 12
C28H39CdN7O3SSe | ωB97M-V with the def2-TZVPD basis set

## Properties
**Maximum force**: 0.54 eV/Å
**Energy above the lowest of the compared OMol25 structures with the same formula, charge and spin**: 0.000 eV
**Molar mass**: 745.11 g/mol
**E**: -4666.7953 Ha
**LUMO energy**: 0.659 eV
**2S+1**: 1
**Gap between HOMO and LUMO**: 7.75 eV
**Total charge**: 0

Element x y z (Å)
Cd 0.29701 0.48519 -0.48062
C 2.81336 2.47714 -0.84067
N 2.18104 3.61444 -0.22430
C 2.85953 4.88754 -0.12671
C 1.78584 5.73772 0.52012
N 1.00736 4.75887 1.28138
C -0.26998 5.28456 1.74523
C 1.16313 3.51575 0.68019
N 0.53294 2.40887 0.88743
C -0.52561 2.35335 1.89399
C -1.39829 1.10957 1.73357
N -0.55797 -0.06555 1.57198
C -0.84496 -1.20298 2.11639
N -2.07464 -1.61998 2.57735
C -3.28875 -1.26636 1.85372
C -1.97770 -2.99826 3.05159
C -0.47628 -3.20335 3.20452
N 0.07815 -2.17658 2.34438
C 1.48496 -1.87515 2.50199
H 3.64276 2.84096 -1.44572
H 2.13623 1.96188 -1.52249
H 3.19182 1.75179 -0.11584
H 3.14304 5.25489 -1.11293
H 3.76145 4.81883 0.49374
H 1.15470 6.21688 -0.23666
H 2.18661 6.50155 1.18562
H -0.10280 6.32899 2.00629
H -0.61699 4.78408 2.64397
H -1.03755 5.23794 0.96720
H -1.21620 3.19303 1.81566
H -0.09187 2.36102 2.90064
H -2.03584 1.25082 0.85021
H -2.06273 1.04971 2.60090
H -3.05345 -0.65239 0.98930
H -4.00520 -0.73653 2.48203
H -3.76117 -2.18123 1.48766
H -2.40456 -3.67460 2.30341
H -2.51435 -3.14048 3.98925
H -0.14552 -4.19547 2.89432
H -0.15403 -3.04085 4.24047
H 2.06915 -2.75824 2.25204
H 1.69656 -1.57808 3.53701
H 1.77832 -1.07326 1.83170
O -0.61705 4.44401 -1.39068
S -0.59625 3.53920 -2.53555
O -2.11357 3.77392 -3.21822
N -0.75899 2.02561 -1.96264
C -1.66623 1.12171 -2.35722
O -1.69606 0.01617 -1.77358
C -2.59960 1.42793 -3.45967
C -3.32152 0.42126 -4.09009
C -4.20478 0.73284 -5.10800
C -4.36879 2.06350 -5.48701
C -3.65690 3.07720 -4.86722
C -2.76835 2.74837 -3.85570
H -3.17208 -0.59617 -3.75569
H -4.76386 -0.04958 -5.60134
H -5.05940 2.31658 -6.28127
H -3.77424 4.11406 -5.14921
C 1.89653 -6.60351 1.20660
C 1.92244 -5.25596 0.53578
C 3.09464 -4.52434 0.42570
C 3.13277 -3.27463 -0.19055
C 4.44524 -2.54083 -0.22769
C 1.95478 -2.72892 -0.72720
Se 2.09406 -0.99965 -1.54928
C 0.76546 -3.47019 -0.65499
C -0.53201 -3.01139 -1.25846
C 0.77330 -4.70850 -0.01817
H 2.84767 -6.82017 1.69248
H 1.70322 -7.40125 0.48679
H 1.11356 -6.65890 1.96566
H 4.01141 -4.92514 0.84621
H 5.20475 -3.09907 0.32050
H 4.35340 -1.54324 0.20488
H 4.79695 -2.39564 -1.25046
H -0.67511 -1.93763 -1.20772
H -1.37289 -3.49508 -0.75741
H -0.58120 -3.26515 -2.32017
H -0.15882 -5.26347 0.04123